1.
ORCA calculation (ωB97M-V/def2-TZVPD) on C34H52CoN5OPS5 as an isolated structure.

As for the energy above the lowest of the compared OMol25 structures with the same formula, charge and spin: 57.95 kJ/mol. As for the net charge: +2. As for the LUMO energy (spin up / spin down): -5.9 / -4.8 eV. The spin multiplicity is 2. As for the strongest force on any atom: 0.318 eV/A. As for the highest occupied orbital energy (spin up / spin down): -12.96 / -12.96 eV. As for the orbital gap (spin up / spin down): 7.01 / 8.16 eV. Its expectation value of S² is 0.90.

The geometry in XYZ format:
```
99
Properties=species:S:1:pos:R:3:forces:R:3:lowdin_spin:R:1
Co -0.5895 -0.1380 0.3946 0.044 -0.211 -0.143 1.0606
C 0.5010 -3.1912 -1.1884 -0.005 -0.008 -0.023 -0.0025
C 1.9182 -3.2569 -0.6336 0.023 -0.008 -0.001 0.0003
S 2.5130 -1.5858 -0.3025 -0.056 0.031 0.004 0.0073
C 3.6765 -1.7782 1.0670 -0.001 0.017 0.002 0.0009
C 4.0932 -0.3810 1.5377 0.011 0.010 0.034 0.0004
S 2.7769 0.8406 1.8023 0.057 -0.020 -0.034 0.0020
C 2.2085 0.4922 3.4778 0.013 -0.033 -0.005 0.0003
C 1.5362 -0.8517 3.7228 -0.001 0.048 0.031 0.0075
S 0.0435 -1.1601 2.7214 -0.004 0.169 0.016 0.0226
C 0.2946 -2.9100 2.3407 0.021 -0.006 -0.001 0.0011
C -0.7239 -3.4042 1.3313 0.024 0.020 0.030 -0.0021
S -0.8174 -2.4207 -0.1859 -0.074 0.059 0.047 -0.0159
H 0.1348 -4.1989 -1.3913 -0.009 0.009 -0.020 -0.0007
H 0.4829 -2.6488 -2.1341 0.008 0.022 0.014 0.0000
H 2.5383 -3.7453 -1.3870 0.005 -0.010 0.010 0.0002
H 1.9681 -3.8718 0.2644 -0.005 0.015 0.015 0.0000
H 4.5668 -2.3177 0.7432 -0.012 -0.004 -0.030 0.0002
H 3.2131 -2.3524 1.8676 0.017 -0.005 0.015 0.0000
H 4.7248 0.0770 0.7753 0.011 0.000 0.007 0.0000
H 4.6994 -0.4563 2.4416 -0.007 -0.012 0.004 0.0001
H 1.5337 1.3149 3.7216 -0.015 0.002 -0.026 0.0000
H 3.0567 0.5724 4.1603 -0.015 0.011 0.019 0.0001
H 1.2333 -0.9164 4.7680 0.009 0.004 0.000 0.0008
H 2.2293 -1.6686 3.5343 -0.006 -0.011 -0.021 0.0003
H 0.1993 -3.4890 3.2602 -0.010 0.018 0.008 0.0005
H 1.3057 -3.0222 1.9631 0.002 -0.013 0.002 0.0000
H -1.7249 -3.4045 1.7526 -0.034 0.000 0.006 0.0000
H -0.5026 -4.4315 1.0383 0.007 0.009 -0.024 -0.0005
C -2.6838 0.8998 3.0656 -0.069 -0.028 -0.023 0.0039
P -2.7856 -0.0022 1.4835 0.121 -0.001 -0.019 -0.0110
C -3.5881 -1.5434 2.0539 0.018 0.008 -0.060 -0.0002
C -4.1832 0.8210 0.6526 0.095 0.041 -0.075 -0.0059
C -4.4723 2.1629 0.9009 0.023 -0.003 -0.005 -0.0015
C -5.6006 2.7494 0.3474 -0.008 0.007 -0.015 -0.0002
C -6.4486 2.0056 -0.4620 0.023 0.025 -0.008 -0.0013
C -6.1552 0.6771 -0.7335 0.022 -0.005 -0.036 0.0000
C -5.0254 0.0884 -0.1838 0.034 0.004 -0.081 -0.0015
H -2.2213 1.8755 2.9448 0.017 -0.009 -0.004 0.0001
H -2.0983 0.3126 3.7694 0.037 -0.002 0.004 0.0000
H -3.6926 1.0187 3.4625 0.000 0.002 0.000 0.0006
H -4.5439 -1.2857 2.5104 -0.005 -0.009 -0.003 0.0000
H -2.9622 -2.0189 2.8078 0.011 0.002 0.016 0.0000
H -3.7714 -2.2391 1.2357 0.041 -0.015 0.003 0.0000
H -3.8331 2.7504 1.5489 -0.009 -0.001 0.000 0.0000
H -5.8312 3.7837 0.5679 0.002 -0.004 -0.001 0.0000
H -7.3403 2.4585 -0.8744 0.002 0.000 -0.002 -0.0001
H -6.8139 0.0927 -1.3622 0.000 -0.001 0.002 0.0000
H -4.8206 -0.9541 -0.3980 -0.005 -0.008 0.018 -0.0001
C 1.3007 5.6118 -5.3446 -0.019 0.006 -0.001 0.0000
C 1.0642 4.1879 -5.7665 -0.042 0.010 0.019 0.0000
C -0.2000 3.6136 -5.6899 0.015 -0.015 0.013 0.0000
C -0.4261 2.2987 -6.0739 -0.012 -0.048 -0.021 0.0000
C 0.6308 1.5241 -6.5267 -0.186 0.166 -0.148 0.0000
N 0.4399 0.1794 -6.9397 0.208 -0.030 -0.043 0.0000
C -0.2793 -0.8332 -6.3740 0.060 -0.253 -0.009 -0.0001
O -0.6689 -1.7839 -7.0129 -0.017 0.057 0.024 -0.0001
N -0.5592 -0.8090 -4.9957 -0.156 0.180 -0.007 -0.0003
C 0.1007 -0.2156 -3.9308 0.133 -0.145 -0.020 -0.0010
C 1.3622 0.3735 -4.0310 0.107 0.017 0.024 0.0014
C 1.9017 0.9831 -2.9172 -0.050 -0.047 0.020 0.0003
C 1.2435 0.9047 -1.7009 -0.002 0.008 -0.054 0.0047
N 0.0984 0.2280 -1.5647 -0.158 0.170 0.029 -0.0078
C -0.4777 -0.2758 -2.6653 0.001 -0.209 0.046 -0.0027
C 1.8980 2.0882 -6.6301 -0.023 0.090 -0.087 0.0000
C 2.1059 3.4051 -6.2589 0.040 -0.025 -0.022 0.0000
H 0.3788 6.1921 -5.3778 0.004 -0.006 -0.001 0.0000
H 2.0283 6.0993 -5.9918 0.002 0.000 0.000 0.0000
H 1.6901 5.6569 -4.3249 0.007 -0.001 -0.003 0.0000
H -1.0334 4.2263 -5.3698 -0.069 0.010 0.018 0.0000
H -1.4262 1.8800 -6.0713 0.006 0.019 0.051 0.0000
H 0.6989 -0.0525 -7.8880 -0.032 0.039 -0.030 0.0000
H -1.1758 -1.5800 -4.7847 -0.072 0.056 0.042 0.0000
H 1.9013 0.3477 -4.9674 -0.013 -0.060 0.271 0.0001
H 2.8596 1.4809 -2.9724 0.004 0.006 -0.007 0.0000
H 1.6544 1.3485 -0.8061 0.023 -0.036 0.017 0.0007
H -1.4161 -0.8066 -2.5294 -0.037 0.066 0.006 -0.0003
H 2.7191 1.4918 -7.0100 0.007 -0.010 -0.007 0.0000
H 3.0944 3.8357 -6.3627 0.002 -0.003 0.002 0.0000
C -3.7321 2.8722 -2.9910 -0.008 -0.024 0.025 0.0000
C -2.2438 2.8152 -2.7135 0.056 -0.017 -0.004 0.0001
N -1.9291 2.3994 -1.3430 -0.183 0.011 0.077 0.0004
C -1.1640 2.9911 -0.4390 0.108 0.073 0.065 -0.0040
S -0.3917 2.0994 0.8317 -0.139 -0.190 0.213 -0.0542
N -0.9349 4.3033 -0.4329 0.036 -0.025 -0.087 -0.0023
C -1.7382 5.3694 -1.0466 -0.030 0.004 0.030 -0.0004
C -1.6661 6.6136 -0.1806 -0.019 -0.007 0.020 0.0000
H -3.8991 3.0858 -4.0467 -0.015 0.011 0.004 0.0000
H -4.2212 3.6443 -2.3989 -0.019 0.018 0.015 0.0000
H -4.2114 1.9199 -2.7610 -0.017 -0.030 0.021 0.0000
H -1.7685 3.7685 -2.9034 0.080 0.059 -0.037 0.0000
H -1.7590 2.0921 -3.3741 0.017 0.004 -0.035 0.0000
H -2.1578 1.4414 -1.1222 0.013 0.002 -0.015 0.0002
H -0.2737 4.6060 0.2676 0.029 0.001 -0.026 -0.0013
H -2.7679 5.0170 -1.1277 0.011 -0.017 -0.022 0.0000
H -1.3693 5.5928 -2.0486 -0.002 0.003 -0.001 0.0000
H -2.0269 6.4117 0.8284 -0.009 0.005 -0.006 0.0000
H -2.2827 7.4006 -0.6107 0.008 0.003 -0.006 0.0000
H -0.6442 6.9905 -0.1190 0.003 -0.006 0.002 0.0000
```
Forces are in eV/Å.


2.
ORCA calculation (ωB97M-V/def2-TZVPD) on C34H52ErF3N3OSb as an isolated structure at a distorted geometry.

As for the net charge: +2. As for the LUMO energy (spin up / spin down): -7.4 / -7.4 eV. The spin multiplicity is 4. As for the strongest force on any atom: 5.421 eV/A. As for the highest occupied orbital energy (spin up / spin down): -11.22 / -11.22 eV. As for the orbital gap (spin up / spin down): 3.83 / 3.84 eV. Its expectation value of S² is 3.75.

The geometry in XYZ format:
```
95
Properties=species:S:1:pos:R:3:forces:R:3:lowdin_spin:R:1
Er 1.3795 -1.0994 -0.7026 0.764 0.228 -0.831 3.0231
C 4.1854 0.6063 0.9032 0.706 -0.280 0.321 0.0000
C 3.1475 0.1564 1.8680 -0.605 -0.513 0.566 0.0000
C 3.5140 0.2414 3.2070 0.673 0.779 1.155 -0.0002
C 2.7271 -0.2975 4.2058 -0.044 -0.081 -1.155 0.0004
C 1.5382 -0.9081 3.8082 -0.934 -0.583 0.416 -0.0001
C 1.1798 -1.0491 2.4723 3.270 2.342 0.508 0.0003
N 1.9993 -0.4470 1.4966 -0.480 -1.108 0.838 -0.0048
C 0.0615 -1.8351 2.0659 -2.043 -1.463 -2.337 0.0000
C -0.7582 -2.5548 2.9352 0.560 -0.183 1.406 -0.0001
C -1.7746 -3.3662 2.4807 -0.163 1.157 -1.846 0.0001
C -2.0770 -3.3030 1.0916 0.176 -0.523 1.160 0.0000
C -1.2954 -2.5635 0.2170 1.775 0.458 2.236 0.0003
N -0.1616 -1.9221 0.7142 -2.099 -0.453 1.124 -0.0045
C -1.5798 -2.4573 -1.2037 -0.105 0.150 -2.495 0.0001
C -2.7614 -3.0088 -1.7104 1.019 0.463 -0.043 -0.0001
C -3.0196 -3.0061 -3.0777 -0.324 -0.617 0.775 0.0001
C -2.0948 -2.4349 -3.8951 0.065 1.207 -0.122 -0.0001
C -0.9489 -1.7948 -3.3815 -0.428 -1.566 1.162 -0.0001
C 0.0391 -1.3236 -4.3807 -0.192 -0.143 -0.822 0.0000
N -0.6536 -1.8524 -2.0461 -0.947 -0.581 0.084 -0.0033
H 4.9648 1.1437 1.5138 -0.766 -0.360 -1.107 0.0000
H 3.7585 1.2085 0.1028 0.359 0.014 0.013 0.0000
H 4.6354 -0.3336 0.4908 -0.172 1.038 0.066 0.0000
H 4.4452 0.8084 3.4497 -0.884 -0.810 -0.114 0.0000
H 3.0573 -0.3234 5.2275 -0.124 0.247 0.302 0.0000
H 0.8525 -1.3000 4.5704 0.545 0.115 -0.309 0.0000
H -0.5411 -2.5521 4.0139 -0.192 0.084 -0.664 0.0000
H -2.3995 -3.9177 3.1671 0.082 -0.177 -0.061 0.0000
H -2.8906 -3.9092 0.7341 -0.139 0.059 -0.059 0.0000
H -3.4425 -3.4647 -1.0417 -0.620 -0.280 0.376 0.0000
H -3.9120 -3.5134 -3.4565 0.318 0.362 0.049 0.0000
H -2.3114 -2.3401 -4.9444 0.201 -0.170 -0.288 0.0000
H 0.7689 -2.1326 -4.5521 -0.059 0.344 0.029 0.0000
H 0.5244 -0.4392 -4.0266 0.397 0.499 0.000 0.0000
H -0.4656 -1.1306 -5.3600 0.487 -0.075 0.874 0.0000
F 3.4147 1.4824 -2.8151 -1.586 -3.921 -1.943 0.0000
C 2.9839 0.3667 -3.2832 1.219 3.535 3.925 0.0003
F 1.1160 0.3736 -2.0328 0.608 1.300 -1.605 -0.0039
F 3.4130 -0.6152 -1.4052 -0.386 0.295 -1.517 -0.0026
C 3.3647 -3.3826 -3.1797 -0.087 -0.167 0.476 0.0000
C 2.2902 -3.8668 -2.2350 -0.414 -0.739 -0.238 0.0000
O 2.3305 -3.1755 -0.9816 -0.291 -0.185 0.830 -0.0033
C 2.6761 -3.9766 0.1891 0.389 0.464 0.091 -0.0001
C 4.1704 -4.2133 0.3048 0.170 1.103 -0.381 0.0000
H 3.3435 -4.0364 -4.0414 0.129 0.008 -0.373 0.0000
H 4.3373 -3.4566 -2.6938 0.046 0.127 -0.180 0.0000
H 3.1706 -2.3479 -3.4830 0.167 -0.243 0.011 0.0000
H 2.3216 -4.9557 -2.0142 0.226 0.616 -0.295 0.0000
H 1.3010 -3.6702 -2.6657 0.027 -0.104 0.054 0.0000
H 2.1153 -4.9084 0.1810 -0.169 -0.029 -0.169 0.0000
H 2.3370 -3.3770 1.0465 -0.006 -0.202 -0.134 0.0000
H 4.6010 -4.7013 -0.5683 -0.146 -0.135 -0.010 0.0000
H 4.3761 -4.8111 1.1735 0.077 -0.362 0.400 0.0000
H 4.7006 -3.2452 0.4306 -0.307 -0.520 -0.085 0.0000
C 1.3936 3.4775 0.0764 0.571 1.222 -0.249 0.0000
C 0.2248 3.7614 1.0129 -1.110 -1.175 -0.104 -0.0001
C -0.4019 5.1256 0.8343 0.037 1.023 0.265 0.0000
C 0.6165 3.4425 2.4653 0.103 0.781 -0.243 0.0000
Sb -1.3978 2.2045 0.3893 1.077 -1.829 -0.180 -0.0008
C -2.4193 2.7792 -1.6350 1.511 -0.962 1.140 -0.0001
C -3.0273 4.1100 -1.4225 -1.183 1.203 -0.009 -0.0001
C -1.2123 2.7640 -2.6094 -0.863 0.152 0.508 0.0000
C -3.3881 1.6485 -1.8923 0.285 -1.014 -0.871 0.0000
C -2.8899 1.6831 2.1591 1.237 1.080 -2.414 -0.0002
C -3.5441 3.0372 2.3320 -0.653 0.676 1.899 -0.0001
C -2.0058 1.2079 3.2845 -0.759 0.898 1.077 0.0000
C -3.7820 0.5776 1.6230 -0.311 -0.483 0.624 0.0000
H 2.3182 4.0178 0.3926 -0.569 -0.064 0.142 0.0000
H 1.2040 3.8790 -0.9468 0.022 -0.733 0.552 0.0000
H 1.6841 2.4274 0.0898 -0.257 -0.165 -0.320 0.0001
H 0.2655 5.9130 1.2515 -0.329 -0.317 -0.034 0.0000
H -1.3947 5.1998 1.3605 0.962 0.080 -0.624 0.0000
H -0.4977 5.3993 -0.2398 -0.193 -0.309 0.689 0.0000
H 1.3178 4.2243 2.7988 0.098 -0.143 -0.146 0.0000
H 1.1532 2.4789 2.5504 -0.573 0.238 0.105 0.0000
H -0.2311 3.5585 3.1553 0.247 -0.424 -0.209 0.0000
H -2.2544 4.8283 -1.1234 -0.426 -0.043 -0.015 0.0000
H -3.7912 4.0174 -0.6163 0.447 0.419 -0.555 0.0000
H -3.5439 4.5466 -2.3152 0.331 -0.466 0.413 0.0000
H -0.5674 3.6181 -2.3696 0.045 -0.229 -0.173 0.0000
H -1.6000 2.9070 -3.6334 0.248 -0.174 0.190 0.0000
H -0.6495 1.8219 -2.5026 -0.184 0.402 -0.285 0.0000
H -4.2718 1.6591 -1.2576 -0.025 0.190 0.051 0.0000
H -2.8937 0.6465 -1.7486 -0.334 0.800 -0.137 0.0000
H -3.7288 1.6701 -2.9580 0.123 0.073 0.647 0.0000
H -2.8047 3.8177 2.6682 -0.595 -0.694 -0.512 0.0000
H -4.2847 3.0086 3.1761 0.281 0.003 -0.544 0.0000
H -4.0926 3.4026 1.4479 0.349 -0.265 0.310 0.0000
H -1.3889 2.0358 3.7109 -0.443 -0.870 -0.313 0.0000
H -1.3969 0.3562 3.0264 0.412 -0.187 -0.339 0.0000
H -2.6893 0.8398 4.0776 0.308 0.225 -0.016 0.0000
H -4.5133 0.9249 0.8954 0.080 0.144 -0.087 0.0000
H -4.3889 0.1390 2.4688 0.620 0.234 -0.678 0.0000
H -3.1801 -0.2235 1.1403 -0.332 0.283 0.383 0.0000
```
Forces are in eV/Å.


| no. | total energy (eV) |
| --- | --- |
| 1 | -146682.435 |
| 2 | -84916.882 |